DFT (ωB97M-V with the def2-TZVPD basis set) results for a cluster of 5 separate species, C25H45I2N2O5P in total at a distorted geometry.

Structure (XYZ):
```
80
Properties=species:S:1:pos:R:3:mulliken_charge:R:1
C -4.750 4.978 -0.230 -1.0237
C -3.430 4.159 -0.555 -0.1918
O -3.447 2.806 -0.090 -0.3496
C -3.625 1.903 -1.204 -1.0841
C -3.156 0.438 -0.839 0.1837
C -4.048 -0.661 -1.229 0.7055
P -5.648 -0.458 -2.160 0.0275
C -6.144 -2.105 -2.955 -1.1178
C -5.238 0.652 -3.660 -0.0618
C -5.416 -0.064 -5.057 -1.2483
C -3.647 -2.076 -0.850 -0.5252
C -2.401 -2.305 -0.159 -0.5552
C -1.451 -1.197 0.231 0.2122
N -0.270 -1.582 0.852 -0.4775
C 0.473 -0.471 1.090 1.0257
C 1.876 -0.710 1.742 -0.9342
I 3.201 -1.933 0.507 -0.0036
C 2.259 -0.225 2.970 0.5225
C 3.660 -0.410 3.657 -1.0623
I 0.823 0.929 4.143 0.0494
C 0.109 0.942 0.778 -0.6192
N -1.059 1.277 0.178 -0.2901
C -1.855 0.177 -0.125 0.3191
H -4.499 5.917 0.351 0.3050
H -5.261 5.354 -1.168 0.2667
H -5.463 4.389 0.402 0.2895
H -3.236 4.270 -1.658 0.2784
H -2.586 4.678 -0.015 0.3384
H -4.732 1.936 -1.439 0.3446
H -3.019 2.199 -2.106 0.3456
H -5.298 -2.566 -3.551 0.3176
H -6.515 -2.801 -2.157 0.4030
H -6.981 -1.945 -3.694 0.3567
H -4.152 0.970 -3.605 0.1225
H -5.842 1.602 -3.644 0.3707
H -6.488 -0.365 -5.190 0.3131
H -4.735 -0.951 -5.203 0.2594
H -5.170 0.641 -5.908 0.3806
H -4.336 -2.920 -1.117 0.1998
H -2.149 -3.373 0.085 0.3401
H 4.386 -1.052 3.100 0.2229
H 3.598 -0.841 4.703 0.2912
H 4.167 0.595 3.783 0.3294
H 0.815 1.769 1.038 0.4276
C 0.365 -3.972 4.776 -0.8770
C 1.110 -3.776 6.083 -0.2250
O 2.290 -3.009 5.869 -0.4870
H 1.000 -4.479 4.046 0.2497
H -0.540 -4.565 4.928 0.3499
H 0.084 -3.008 4.342 0.2079
H 1.407 -4.738 6.503 0.2868
H 0.482 -3.259 6.816 0.2493
H 2.020 -2.157 5.507 0.2268
C 0.894 -1.018 -3.718 -0.6033
C -0.511 -1.429 -4.118 -0.1984
O -1.049 -2.352 -3.179 -0.5492
H 1.546 -1.892 -3.657 0.2349
H 1.314 -0.314 -4.439 0.3986
H 0.895 -0.551 -2.729 -0.0509
H -0.503 -1.913 -5.095 0.3365
H -1.172 -0.556 -4.169 0.1559
H -1.065 -1.919 -2.316 0.2844
C 2.784 1.648 -1.907 -0.4365
C 4.146 1.935 -1.303 -0.3158
O 4.026 2.847 -0.214 -0.5347
H 2.317 2.570 -2.259 0.2908
H 2.869 0.954 -2.745 0.2596
H 2.114 1.216 -1.158 -0.1361
H 4.806 2.385 -2.045 0.3692
H 4.612 1.013 -0.939 0.1693
H 3.450 2.439 0.445 0.2992
C 8.470 1.188 3.458 -1.0896
C 7.763 0.066 2.724 -0.2487
O 6.401 0.409 2.486 -0.3551
H 7.976 1.394 4.410 0.2819
H 9.514 0.932 3.651 0.3481
H 8.438 2.113 2.875 0.3423
H 7.779 -0.849 3.318 0.2953
H 8.248 -0.137 1.764 0.2503
H 6.401 1.214 1.953 0.2164
```

## Properties
* LUMO: -0.85 eV
* highest occupied orbital energy: -7.9677 eV
* net charge: 0
* DFT total energy: -65357.879 eV

=====

DFT (ωB97M-V with the def2-TZVPD basis set) results for a structure of composition C25H45MgN6O at a distorted geometry.

Structure (XYZ):
```
78
Properties=species:S:1:pos:R:3:mulliken_charge:R:1
Mg 0.180 3.264 2.123 0.8047
C 0.853 0.428 0.750 0.6463
O 0.482 1.704 1.133 -0.7118
H 0.878 0.360 -0.346 0.0455
H 1.802 0.094 1.183 0.0509
H 0.139 -0.373 0.989 -0.4069
C -2.614 -1.704 0.731 -0.6046
C -3.359 -0.516 0.108 -0.1569
C -4.480 -0.007 1.011 -0.1990
C -5.557 -0.995 1.213 0.0874
N -6.395 -1.762 1.371 -0.4318
H -2.230 -2.376 -0.038 -0.0002
H -3.146 -2.368 1.409 0.5103
H -1.783 -1.205 1.234 -0.0771
H -3.735 -0.759 -0.886 0.3375
H -2.694 0.344 0.003 0.1819
H -5.111 0.794 0.599 -0.0304
H -4.158 0.367 1.984 0.3214
C -4.795 4.110 -0.030 -1.1371
C -3.857 4.303 -1.209 -0.3886
C -2.745 5.350 -0.975 -0.4790
C -1.694 4.755 -0.167 0.2288
N -0.865 4.281 0.466 -0.3040
H -5.457 3.251 -0.143 0.3007
H -5.401 4.983 0.207 0.3597
H -4.292 3.851 0.910 0.3064
H -4.385 4.582 -2.122 0.3337
H -3.370 3.383 -1.539 0.3233
H -3.093 6.276 -0.515 0.3525
H -2.276 5.671 -1.909 0.3241
C 5.373 -0.393 -1.390 -1.4401
C 4.063 -0.278 -0.571 -0.1524
C 3.681 -1.616 0.029 1.0660
C 3.457 -2.734 -0.856 0.1260
N 3.336 -3.639 -1.551 -0.5047
H 6.105 -0.838 -0.715 0.3623
H 5.702 0.481 -1.943 0.3756
H 5.208 -1.157 -2.158 0.3522
H 3.223 -0.062 -1.236 0.1039
H 4.258 0.406 0.253 0.3733
H 2.863 -1.420 0.732 -1.0620
H 4.413 -1.989 0.763 0.5392
C 0.140 -2.440 -1.946 -0.7865
C -0.672 -3.482 -2.707 -0.7310
C -0.020 -4.887 -2.612 -0.4702
C -0.406 -5.534 -1.360 0.2890
N -0.719 -6.036 -0.377 -0.4611
H 0.273 -2.713 -0.897 -0.0564
H -0.380 -1.481 -2.009 0.3631
H 1.137 -2.270 -2.356 0.5913
H -0.826 -3.130 -3.726 0.4059
H -1.662 -3.639 -2.275 0.2998
H 1.071 -4.818 -2.601 0.2162
H -0.261 -5.506 -3.475 0.3447
C -0.399 -4.550 3.863 -1.1940
C -0.143 -3.083 4.132 -0.6980
C 0.783 -2.372 3.163 0.9790
C 2.140 -2.931 3.124 0.1542
N 3.211 -3.339 3.094 -0.5171
H -0.957 -4.969 4.702 0.3772
H 0.526 -5.112 3.736 0.3603
H -1.018 -4.736 2.981 0.2724
H 0.409 -3.065 5.083 0.3253
H -1.051 -2.542 4.399 0.3632
H 0.795 -1.300 3.369 0.2870
H 0.469 -2.454 2.114 -0.6556
C 2.310 2.883 -2.109 -0.6139
C 2.100 4.402 -1.971 -0.4734
C 2.827 5.162 -0.852 -0.4397
C 2.363 4.652 0.425 0.4187
N 2.025 4.275 1.448 -0.4724
H 1.900 2.283 -1.297 -0.1048
H 3.381 2.664 -2.137 0.2891
H 1.951 2.574 -3.088 0.4548
H 1.044 4.680 -1.923 0.0879
H 2.363 4.780 -2.962 0.4073
H 2.867 6.229 -1.066 0.3675
H 3.907 4.954 -0.788 0.2932
```

## Properties
* energy above the lowest of the compared OMol25 structures with the same formula, charge and spin: 51.5 kJ/mol
* LUMO: -4.92 eV
* highest occupied orbital energy: -12.3121 eV
* net charge: +1
* DFT total energy: -43080.516 eV

=====

DFT (ωB97M-V with the def2-TZVPD basis set) results for a cluster of 11 separate species, C25H45N7O4S in total at a distorted geometry.

Structure (XYZ):
```
82
Properties=species:S:1:pos:R:3:mulliken_charge:R:1
C 2.814 -3.941 -5.460 -0.6207
C 2.134 -2.827 -6.102 0.2924
N 1.570 -1.911 -6.574 -0.3948
H 2.466 -4.924 -5.776 0.2717
H 2.559 -3.717 -4.425 0.1933
H 3.892 -3.793 -5.531 0.2647
C -1.172 0.187 4.446 -0.6788
C -1.004 0.848 5.748 0.3297
N -0.902 1.309 6.791 -0.3801
H -1.529 -0.830 4.609 0.2284
H -0.243 0.077 3.886 0.2434
H -1.928 0.652 3.814 0.2577
C -1.690 -5.403 2.935 -0.6913
C -3.036 -4.928 3.291 0.3013
N -4.061 -4.559 3.603 -0.3700
H -1.610 -5.661 1.879 0.2473
H -1.539 -6.351 3.451 0.2863
H -0.931 -4.692 3.262 0.2318
C 7.097 2.686 -6.052 -0.8023
C 6.733 1.426 -5.420 0.3270
N 6.487 0.420 -4.939 -0.3268
H 8.172 2.854 -5.999 0.2624
H 6.682 3.577 -5.580 0.2656
H 6.719 2.841 -7.063 0.2743
C -3.667 5.699 4.957 -0.7766
C -2.890 5.230 3.840 0.3154
N -2.250 4.852 2.980 -0.3350
H -3.669 6.774 5.139 0.2736
H -3.415 5.117 5.844 0.2589
H -4.727 5.490 4.814 0.2650
C -0.580 3.346 -6.948 -0.6846
C 0.812 3.439 -7.363 0.2882
N 1.899 3.527 -7.723 -0.3325
H -1.104 4.289 -7.105 0.2682
H -0.713 3.182 -5.878 0.2159
H -0.986 2.514 -7.522 0.2460
C -7.237 3.605 -1.187 -0.7031
C -7.006 4.902 -0.529 0.3256
N -6.793 5.957 -0.052 -0.3695
H -6.355 2.965 -1.153 0.2395
H -7.497 3.748 -2.236 0.2569
H -8.075 3.095 -0.712 0.2511
C 1.483 -0.684 -1.219 -0.9677
S -0.334 -1.084 -1.551 0.4850
O -0.822 -1.689 -0.241 -0.5988
C -1.092 0.579 -1.691 -0.8796
H 2.084 -1.483 -0.787 0.3097
H 1.524 0.140 -0.505 0.3086
H 2.012 -0.174 -2.024 0.3891
H -0.407 1.169 -2.301 0.3003
H -1.359 0.998 -0.721 0.3064
H -2.037 0.598 -2.233 0.3349
C -4.701 -4.655 -2.322 -0.9559
C -5.533 -3.438 -2.191 0.7150
O -6.010 -2.934 -3.145 -0.5206
C -5.760 -2.745 -0.831 -0.9756
H -4.254 -5.031 -1.402 0.2621
H -3.915 -4.555 -3.071 0.2866
H -5.304 -5.466 -2.730 0.3146
H -4.826 -2.419 -0.372 0.2534
H -6.255 -3.317 -0.047 0.3226
H -6.349 -1.843 -0.998 0.2986
C 3.704 4.102 4.246 -1.0164
C 3.343 3.406 2.970 0.7880
O 3.330 2.187 3.015 -0.5601
C 2.925 4.213 1.742 -1.0208
H 3.351 5.132 4.289 0.3212
H 4.784 4.116 4.387 0.2694
H 3.301 3.594 5.123 0.3179
H 2.491 5.149 2.093 0.3154
H 2.206 3.741 1.073 0.2894
H 3.788 4.472 1.127 0.2909
C 3.889 -3.361 3.691 -1.0910
C 4.045 -4.551 4.633 0.8683
O 3.256 -4.810 5.514 -0.5582
C 5.348 -5.208 4.562 -1.0684
H 3.010 -2.736 3.850 0.2890
H 3.859 -3.672 2.647 0.3263
H 4.786 -2.755 3.820 0.3112
H 5.427 -6.093 5.193 0.2933
H 6.084 -4.497 4.936 0.3030
H 5.504 -5.469 3.515 0.3273
```

## Properties
* energy above the lowest of the compared OMol25 structures with the same formula, charge and spin: 160.9 kJ/mol
* LUMO: 0.12 eV
* highest occupied orbital energy: -9.1222 eV
* net charge: 0
* DFT total energy: -56105.529 eV